(1)
Formula: C51H122N7O13
Source: OMol25
Level of theory: ωB97M-V with the def2-TZVPD basis set

LUMO level: -5.374 eV
HOMO: -0.4781 Ha

The geometry in ORCA input format:
```
! wB97M-V def2-TZVPD RIJCOSX def2/J DEFGRID3
* xyz 3 1
C 2.13 -4.59 -4.99
C 2.66 -3.73 -3.88
C 3.09 -2.35 -4.45
N 3.20 -1.22 -3.44
C 4.34 -1.50 -2.50
C 4.58 -0.40 -1.51
C 4.75 0.99 -2.16
C 3.82 1.30 -3.39
C 3.49 0.07 -4.26
C 1.91 -1.08 -2.65
H 1.24 -4.07 -5.36
H 1.81 -5.58 -4.73
H 2.86 -4.78 -5.80
H 3.50 -4.18 -3.34
H 1.87 -3.61 -3.11
H 2.25 -2.04 -5.08
H 4.04 -2.35 -5.00
H 5.22 -1.86 -3.08
H 4.07 -2.42 -1.96
H 5.46 -0.72 -0.94
H 3.76 -0.40 -0.81
H 5.79 1.10 -2.51
H 4.68 1.76 -1.41
H 4.29 2.00 -4.07
H 2.83 1.72 -3.11
H 4.33 -0.14 -4.93
H 2.65 0.28 -4.92
H 1.81 -0.05 -2.28
H 1.75 -1.80 -1.83
H 1.09 -1.38 -3.33
C -5.56 7.30 -2.78
C -4.28 6.55 -3.34
C -4.64 5.29 -4.03
N -3.44 4.32 -4.17
C -2.81 4.04 -2.77
C -3.74 3.27 -1.86
C -4.09 1.91 -2.59
C -4.81 2.12 -3.95
C -3.96 3.04 -4.78
C -2.41 4.84 -5.10
H -6.27 6.57 -2.40
H -6.04 7.90 -3.53
H -5.29 8.02 -2.02
H -3.57 6.49 -2.54
H -3.86 7.16 -4.12
H -5.01 5.56 -5.01
H -5.31 4.73 -3.43
H -2.51 4.99 -2.31
H -1.83 3.44 -2.90
H -4.66 3.81 -1.58
H -3.18 2.95 -0.98
H -4.70 1.26 -1.99
H -3.10 1.42 -2.72
H -5.80 2.48 -3.78
H -4.88 1.15 -4.50
H -4.47 3.37 -5.68
H -3.06 2.49 -5.06
H -2.69 4.61 -6.17
H -1.43 4.46 -4.83
H -2.29 5.94 -5.01
C 2.38 -4.36 0.28
N 2.81 -4.04 1.71
C 4.25 -3.73 1.83
C 2.12 -2.83 2.32
C 2.42 -5.17 2.57
C 2.90 -6.55 2.24
O 4.24 -6.64 2.64
H 2.27 -3.43 -0.32
H 1.42 -4.86 0.33
H 3.15 -4.99 -0.16
H 4.49 -2.82 1.25
H 4.91 -4.51 1.43
H 4.45 -3.52 2.87
H 1.01 -2.97 2.29
H 2.25 -1.98 1.67
H 2.53 -2.59 3.30
H 1.33 -5.24 2.63
H 2.74 -4.89 3.56
H 2.81 -6.85 1.18
H 2.21 -7.24 2.76
H 4.48 -7.55 2.88
C -3.43 0.70 6.51
N -3.07 0.33 5.09
C -2.77 -1.14 4.97
C -4.30 0.68 4.24
C -1.80 1.20 4.73
C -1.16 0.97 3.39
O -0.31 -0.11 3.44
H -3.55 1.79 6.63
H -2.76 0.26 7.27
H -4.39 0.23 6.69
H -1.85 -1.42 5.48
H -2.65 -1.33 3.88
H -3.58 -1.78 5.32
H -4.73 1.68 4.47
H -5.00 -0.14 4.33
H -3.98 0.63 3.20
H -0.99 0.96 5.45
H -2.11 2.21 4.72
H -0.58 1.86 3.17
H -1.92 0.85 2.58
H -0.14 -0.41 2.55
C 0.18 4.15 -0.24
N 1.43 4.59 -0.92
C 2.57 3.71 -0.60
C 1.28 4.38 -2.43
C 1.71 6.09 -0.80
C 1.78 6.61 0.63
O 2.82 6.00 1.37
H 0.20 4.36 0.82
H 0.13 3.09 -0.39
H -0.69 4.63 -0.68
H 3.43 4.18 -1.10
H 2.43 2.72 -1.00
H 2.70 3.63 0.49
H 0.59 5.06 -2.95
H 0.79 3.40 -2.48
H 2.24 4.31 -2.95
H 0.75 6.45 -1.17
H 2.49 6.40 -1.47
H 0.79 6.46 1.07
H 2.06 7.67 0.62
H 3.08 6.51 2.15
C -1.85 -3.96 1.75
N -3.06 -4.89 1.85
C -4.16 -4.25 2.65
C -3.59 -4.95 0.43
C -2.48 -6.20 2.41
C -3.48 -7.25 2.78
O -4.15 -7.64 1.62
H -1.68 -3.59 2.77
H -2.11 -3.12 1.09
H -1.00 -4.55 1.38
H -5.01 -4.94 2.63
H -4.38 -3.26 2.25
H -3.73 -4.17 3.70
H -4.54 -5.51 0.28
H -2.83 -5.41 -0.20
H -3.77 -3.91 0.25
H -2.02 -5.91 3.37
H -1.77 -6.58 1.66
H -4.15 -6.90 3.59
H -3.00 -8.12 3.15
H -3.97 -8.59 1.44
C 5.79 2.21 5.40
N 4.87 2.27 4.19
C 3.75 3.23 4.42
C 5.74 2.62 3.03
C 4.37 0.83 4.04
C 3.15 0.69 3.22
O 3.31 1.24 1.94
H 6.46 1.35 5.37
H 5.21 2.09 6.32
H 6.40 3.15 5.46
H 3.20 3.32 3.47
H 4.19 4.20 4.71
H 3.08 2.75 5.17
H 6.07 3.67 3.18
H 5.28 2.57 2.05
H 6.59 1.91 3.12
H 4.20 0.40 5.07
H 5.23 0.25 3.56
H 2.28 1.13 3.68
H 2.87 -0.35 3.13
H 2.60 0.83 1.39
C -6.33 -0.20 0.71
C -4.83 -0.32 1.14
O -4.54 -1.31 1.88
O -4.03 0.57 0.70
H -6.96 -0.83 1.31
H -6.44 -0.46 -0.32
H -6.65 0.86 0.76
C -0.69 -5.42 -2.61
C -0.05 -4.75 -1.39
O 0.22 -3.53 -1.43
O 0.06 -5.46 -0.33
H -1.69 -5.73 -2.39
H -0.02 -6.32 -2.74
H -0.70 -4.79 -3.50
C -0.72 -0.53 -0.32
C 0.44 0.22 0.23
O 1.04 1.14 -0.38
O 0.89 -0.17 1.38
H -0.57 -1.60 -0.21
H -0.70 -0.31 -1.40
H -1.70 -0.42 0.09
C -0.57 0.41 -4.97
C -0.06 1.68 -4.26
O 0.86 2.38 -4.68
O -0.69 1.91 -3.17
H 0.11 -0.40 -4.74
H -0.57 0.51 -6.08
H -1.52 0.16 -4.60
*
```

These are the Mulliken partial charges, in e, on atoms 1 to 8:
1. C -1.561
2. C 0.588
3. C -0.959
4. N 0.842
5. C -0.834
6. C 0.361
7. C -1.212
8. C 0.894

(2)
Formula: C3H5O7S
Source: OMol25
Level of theory: ωB97M-V with the def2-TZVPD basis set

LUMO level: 3.739 eV
HOMO: -0.2161 Ha

The geometry in ORCA input format:
```
! wB97M-V def2-TZVPD RIJCOSX def2/J DEFGRID3
* xyz -1 1
C -0.68 1.12 0.95
C -0.91 -0.19 0.29
C 0.43 1.24 -0.07
O -2.65 0.75 -1.36
O -3.15 -1.59 -0.48
O -3.63 0.36 0.74
O -0.52 -0.12 1.64
O -1.64 2.13 1.27
O -0.91 -2.80 -0.19
O 0.28 -0.15 -0.55
S -2.78 -0.22 -0.26
H 1.37 1.47 0.37
H 0.16 1.91 -0.93
H -2.48 1.71 0.90
H -1.81 -2.29 -0.31
H -1.27 -3.59 0.25
*
```

These are the natural (NBO) partial charges, in e, on atoms 1 to 8:
1. C 0.364
2. C 0.206
3. C -0.103
4. O -0.992
5. O -0.979
6. O -0.987
7. O -0.476
8. O -0.718

(3)
Formula: CNO3S2
Source: OMol25
Level of theory: ωB97M-V with the def2-TZVPD basis set

SMILES: N#COS(=O)(=O)[S-]
LUMO level: 3.413 eV
HOMO: -0.1897 Ha

The geometry in ORCA input format:
```
! wB97M-V def2-TZVPD RIJCOSX def2/J DEFGRID3
* xyz -1 1
C -1.43 -0.64 0.18
N -2.15 -1.01 -0.64
O -0.60 -0.30 1.08
O 1.18 1.69 0.74
O 0.11 0.74 -1.22
S 2.11 -0.93 -0.17
S 0.78 0.46 0.03
*
```

The computed natural (NBO) charges, all in e, follow:
1. C 0.552
2. N -0.489
3. O -0.662
4. O -0.922
5. O -0.924
6. S -0.547
7. S 1.992

- The lowest LUMO level belongs to which entry?
  C51H122N7O13